Formula: C21H48BrN3O13P3S
Source: OMol25
Level of theory: wB97M-V/def2-TZVPD

Each line ends with the Mulliken charge.
Atoms and positions in Å:
N: 2.703038 -5.035725 -3.894072  -0.586
C: 1.628449 -4.487285 -3.047602  -0.614
C: 1.701333 -2.913308 -2.788496  0.729
C: 2.490565 -2.165780 -3.936362  -1.564
N: 2.458715 -0.692805 -3.826514  0.604
C: 1.484516 0.150288 -4.401772  0.183
P: -0.068857 -0.160060 -5.410548  0.223
O: -1.288910 0.509590 -4.430058  -0.404
Br: -0.564878 -2.352702 -5.526164  -0.121
C: 1.764973 1.541578 -4.143393  -0.646
N: 2.940657 1.446749 -3.371925  0.537
O: 3.549884 2.570706 -2.929976  -0.452
C: 3.330889 0.156901 -3.172336  0.416
C: 4.582179 -0.241836 -2.322529  -1.317
C: 3.994625 -0.643601 -0.882812  1.154
C: 4.255825 0.458092 0.213892  -1.200
S: 2.737429 1.208076 0.891456  1.301
O: 3.077412 2.533334 1.414254  -0.652
O: 1.679447 1.346388 -0.115328  -0.638
O: 2.254283 0.334676 2.203073  -0.507
H: 2.483578 -5.006518 -4.886233  0.296
H: 3.619514 -4.647478 -3.685763  0.229
H: 1.606196 -4.996841 -2.046505  0.303
H: 0.664158 -4.671481 -3.599988  0.294
H: 0.651686 -2.526342 -2.757262  -0.004
H: 2.196039 -2.681800 -1.801865  0.143
H: 2.214484 -2.497054 -4.966140  0.411
H: 3.572442 -2.462455 -3.806364  0.186
H: -1.056310 0.188546 -3.529801  0.340
H: 1.174320 2.414744 -4.481923  0.380
H: 2.876856 3.155299 -2.517180  0.380
H: 5.270838 0.633853 -2.170055  0.556
H: 5.121213 -1.126489 -2.741046  0.286
H: 4.450970 -1.608713 -0.526312  0.573
H: 2.894366 -0.842289 -1.016152  -1.097
H: 4.942441 1.285542 -0.094323  0.417
H: 4.765562 -0.056928 1.078794  0.414
H: 1.549611 0.866385 2.634496  0.372
O: 0.570590 -3.825846 2.092335  -0.785
P: -0.909014 -3.978969 2.367237  1.147
O: -1.266031 -5.099300 1.209185  -0.346
C: -0.721570 -6.407102 1.326798  -0.291
C: -1.372661 -7.186802 2.453767  -1.085
O: -1.428872 -2.628247 1.575525  -0.457
C: -0.537184 -1.568799 1.267760  -0.807
C: 0.034165 -1.743770 -0.125261  -0.425
O: -2.500641 -4.098613 2.939895  -0.276
C: -2.688227 -4.330818 4.339671  -0.167
C: -1.840647 -3.424069 5.209276  -1.128
H: 0.362789 -6.357507 1.465129  0.266
H: -0.908989 -6.915336 0.378942  0.355
H: -1.064307 -6.786920 3.425368  0.209
H: -1.081403 -8.238026 2.417802  0.432
H: -2.460424 -7.117795 2.398176  0.285
H: 0.250181 -1.485574 2.018564  0.385
H: -1.110286 -0.638300 1.308139  0.444
H: 0.495799 -2.724091 -0.253134  0.202
H: 0.781615 -0.974460 -0.336021  0.138
H: -0.760612 -1.673049 -0.873449  0.256
H: -2.482357 -5.380562 4.565110  0.212
H: -3.744574 -4.155604 4.552272  0.342
H: -0.773428 -3.653348 5.095265  0.355
H: -2.098297 -3.551151 6.261877  0.394
H: -1.982921 -2.376081 4.932949  0.280
O: -3.109504 4.123036 2.227012  -0.747
P: -2.632270 5.164537 1.240265  1.120
O: -1.057027 5.268219 1.728305  -0.421
C: -0.207111 4.148813 1.544720  -0.504
C: 0.137711 3.932970 0.083194  -0.123
O: -3.218887 6.496723 2.004516  -0.345
C: -4.250229 6.398402 2.983244  -0.317
C: -3.660812 6.294439 4.376756  -1.059
O: -2.274847 6.218919 -0.045029  -0.260
C: -2.660913 5.815851 -1.359775  -0.118
C: -4.085788 5.301936 -1.429048  -1.163
H: -0.665215 3.249779 1.971664  0.219
H: 0.707948 4.350065 2.105338  0.331
H: -0.737228 3.571610 -0.469544  0.203
H: 0.930764 3.187204 -0.017934  -0.175
H: 0.460903 4.866786 -0.383618  0.358
H: -4.919636 5.564848 2.765009  0.314
H: -4.849300 7.309463 2.913878  0.353
H: -2.943454 5.475902 4.454085  0.275
H: -4.447362 6.139738 5.118383  0.363
H: -3.119377 7.209084 4.628273  0.281
H: -1.961737 5.058721 -1.728599  0.159
H: -2.558698 6.691870 -2.003804  0.344
H: -4.192730 4.360092 -0.877017  0.365
H: -4.377286 5.116547 -2.464433  0.389
H: -4.780151 6.021324 -0.988182  0.297

Force components x, y, z for each atom (eV/Å):
N -0.37 0.17 0.51
C -0.24 0.64 -0.37
C -0.10 0.28 -0.36
C 1.23 -1.40 0.86
N -0.24 3.38 0.21
C -0.66 1.48 0.59
P -1.24 1.16 -0.70
O 2.48 -1.55 0.13
Br 0.30 0.38 0.52
C 0.49 -4.60 0.00
N -2.31 -0.49 -1.02
O 0.88 0.20 0.52
C 1.36 -0.18 -0.04
C -1.38 0.12 0.77
C 0.02 -0.16 -0.15
C 0.23 -1.79 0.78
S -1.19 4.15 0.81
O 0.42 -1.93 -0.28
O 1.40 -2.20 0.59
O 0.62 0.18 -1.93
H 0.25 0.10 0.37
H -0.27 -0.31 -0.23
H -0.08 0.40 -1.02
H 0.92 -0.02 0.79
H 0.89 -0.21 0.14
H -0.51 -0.28 -1.06
H -0.01 0.61 0.94
H -1.06 0.49 -0.32
H -0.80 0.47 -0.24
H 0.94 -0.52 0.57
H 0.18 -0.65 -0.03
H -0.68 -0.90 -0.66
H -0.49 0.97 0.02
H -0.39 1.00 -0.46
H 1.08 0.27 0.44
H -1.06 -0.39 0.22
H -0.60 0.74 -0.67
H 0.36 -0.12 -0.23
O -0.19 -0.82 3.84
P -2.39 1.48 -8.01
O 0.23 -0.11 0.70
C 0.01 -0.35 -0.09
C 0.01 0.05 0.12
O -0.02 0.17 1.01
C 0.10 0.11 -0.23
C 0.09 -0.09 -0.18
O 2.66 -0.39 2.47
C -0.43 -0.07 0.54
C 0.06 0.13 -0.16
H -0.01 0.05 0.00
H -0.05 0.17 -0.02
H 0.03 -0.06 0.04
H 0.01 0.05 0.03
H 0.05 -0.03 -0.09
H 0.05 -0.16 -0.13
H -0.15 -0.11 0.02
H -0.01 0.01 0.25
H -0.11 0.05 0.00
H -0.03 0.06 0.06
H -0.04 -0.01 0.02
H 0.03 0.00 -0.22
H 0.01 -0.06 0.04
H 0.06 0.01 -0.05
H -0.09 -0.07 0.06
O -0.90 -1.60 -3.62
P 2.84 5.40 6.26
O -0.16 -0.53 -0.59
C 0.28 0.02 0.04
C 0.07 -0.03 -0.23
O -0.50 -0.37 -1.04
C -0.09 -0.01 0.51
C 0.17 0.02 0.11
O -1.53 -3.07 -1.04
C -0.06 0.20 -0.53
C -0.05 0.04 0.15
H -0.05 0.01 0.00
H -0.09 0.11 0.02
H -0.01 -0.05 -0.03
H -0.37 0.38 0.03
H -0.03 0.05 0.13
H 0.16 -0.05 0.04
H 0.15 0.03 -0.16
H -0.15 -0.09 -0.10
H 0.02 0.03 -0.03
H -0.10 0.01 -0.02
H 0.01 0.00 -0.06
H 0.09 0.04 0.18
H 0.01 -0.04 -0.03
H -0.01 -0.02 0.06
H 0.07 0.00 -0.10

Its LUMO energy is -3.15 eV. For the HOMO-LUMO gap, the calculation gives 8.3 eV. The total energy is -5967.2814 a.u. As for the charge: +1.